[1]
Computed, not measured: a 2-piece molecular cluster, C21H41BBrF3IN4O7P2S overall at a distorted geometry, with the ωB97M-V functional and the def2-TZVPD basis.

## Properties
LUMO level: -3.49 eV
HOMO level: -11.32 eV
Kohn-Sham gap: 0.2879 hartree

```
! wB97M-V def2-TZVPD RIJCOSX def2/J DEFGRID3
* xyz 1 1
I 2.497 0.877 -3.104
Br 0.124 0.838 -0.242
S -0.878 -3.161 -1.931
P -2.890 5.414 -2.198
P 1.450 -0.433 1.739
F -2.899 -3.554 2.867
F -3.047 -4.245 0.336
F -1.461 -5.815 0.638
O -1.419 4.980 -1.608
O -2.864 7.039 -1.981
O -0.799 -1.484 3.860
O -3.820 5.025 -1.099
O 2.641 -1.388 2.442
O 0.442 -1.123 -3.774
O -2.439 5.557 -3.754
N -1.881 -0.924 -0.391
N -2.250 -0.124 2.493
N 0.716 -3.198 0.149
N 1.074 0.666 2.998
C -0.158 -1.493 1.392
C -3.917 7.712 -1.281
C 4.968 -3.814 2.474
C -0.641 -4.390 3.141
C 5.029 -4.693 1.198
C 3.653 -5.308 0.821
C -2.122 -4.776 1.113
C -0.215 6.703 -3.685
C 0.332 -2.187 -0.873
C -3.526 7.970 0.161
C -1.609 6.615 -4.264
C 1.372 -4.489 -0.147
C 0.417 -2.849 1.367
C -1.885 -4.259 2.313
C -0.909 2.935 -2.832
C -1.113 3.597 -1.476
C 0.637 -3.691 2.579
C 2.927 -4.335 -0.127
C -0.512 -1.094 -0.109
C 1.248 -0.902 -2.930
C 1.549 -1.793 -1.720
B -1.109 -1.027 2.600
H -0.914 -4.381 -1.364
H -1.980 0.795 2.160
H -0.478 -5.452 3.337
H 1.249 1.602 2.649
H 3.864 -6.260 0.326
H -0.851 -3.924 4.101
H -2.060 -0.681 -1.355
H -2.775 8.760 0.215
H -4.089 8.660 -1.793
H 2.361 -1.351 -1.140
H 5.821 -5.437 1.244
H -0.577 1.905 -2.716
H 5.887 -3.999 3.037
H 5.268 -4.009 0.377
H 3.300 -4.529 -1.134
H 1.390 -4.453 2.389
H 1.015 -5.267 0.522
H 4.112 -4.045 3.110
H -4.845 7.148 -1.342
H -0.228 7.055 -2.655
H 2.454 -1.436 3.394
H -1.840 2.927 -3.403
H -3.087 7.086 0.622
H 3.090 -5.550 1.727
H -0.193 3.539 -0.888
H 5.002 -2.753 2.231
H -2.985 -0.506 1.912
H -2.125 7.568 -4.180
H -1.613 -1.674 4.340
H -4.392 8.278 0.749
H -2.449 -1.699 -0.074
H 0.288 5.737 -3.707
H -1.900 3.091 -0.908
H 1.954 -2.726 -2.128
H 1.041 -3.060 3.366
H 3.165 -3.311 0.167
H -0.172 3.477 -3.423
H 0.375 7.413 -4.268
H 1.102 -4.820 -1.148
H -1.525 6.409 -5.333
H 1.626 0.490 3.829
*
```

***

[2]
Computed, not measured: C5H8O2 as an isolated structure, with the ωB97M-V functional and the def2-TZVPD basis.

## Properties
LUMO level: 0.72 eV
HOMO level: -10.41 eV
Kohn-Sham gap: 0.4093 hartree

```
! wB97M-V def2-TZVPD RIJCOSX def2/J DEFGRID3
* xyz 0 1
O 3.024 -0.026 0.498
O 0.874 0.535 1.055
C 0.900 -0.508 -0.795
C -0.827 1.352 -0.433
C 1.853 0.003 0.275
C -0.180 0.090 0.122
C -1.018 -0.992 0.793
H -1.648 1.152 -1.128
H 0.906 -1.597 -0.888
H -0.334 -1.761 1.176
H -1.681 -1.483 0.072
H -0.058 1.915 -0.976
H -1.615 -0.638 1.638
H 0.990 -0.046 -1.781
H -1.185 2.004 0.370
*
```

***

[3]
Computed, not measured: a 7-piece molecular cluster, C19H21F6NO20 overall at a distorted geometry, with the ωB97M-V functional and the def2-TZVPD basis.

## Properties
LUMO level: -0.58 eV
SMILES string: O=C1OC[C@@H](F)O1.O=C1OC[C@@H](F)O1.O=C1OC[C@@H](F)O1.O=C1OC[C@@H](F)O1.O=C1OC[C@@H](F)O1.O=C1OC[C@@H](F)O1.C[N+](=O)[O-]
HOMO level: -10.90 eV
Kohn-Sham gap: 0.3791 hartree

```
! wB97M-V def2-TZVPD RIJCOSX def2/J DEFGRID3
* xyz 0 1
F 2.379 2.108 0.826
F -0.983 6.240 -2.048
F 2.063 2.501 -4.156
F -2.360 -5.594 2.758
F -1.714 0.849 1.639
F 2.330 -0.785 -0.886
O -3.925 0.604 3.997
O 0.940 -4.361 2.750
O 0.027 -3.438 -1.965
O 5.305 0.205 2.941
O -0.350 -1.639 -0.724
O 0.866 -1.370 -2.527
O 4.078 2.061 3.305
O 2.294 3.271 -6.264
O -1.807 -0.014 3.844
O -2.452 -7.420 1.359
O 3.251 0.408 2.051
O 0.966 1.597 -6.833
O -2.699 0.366 5.862
O -0.967 2.321 -2.322
O -0.495 -2.996 1.965
O -1.534 4.234 -1.219
O 2.816 1.912 -8.008
O -3.117 -6.046 -0.241
O -4.074 -8.068 -0.035
O 0.580 3.817 -1.686
N 0.615 -3.263 2.372
C -3.327 -7.218 0.345
C -2.247 -0.081 2.539
C -1.803 -6.199 1.643
C 2.299 1.439 2.024
C 1.252 -0.351 -1.643
C 1.409 3.129 -5.191
C 2.736 2.419 3.132
C 0.045 -0.272 -0.724
C -2.809 0.369 4.682
C -2.067 -5.332 0.435
C -0.826 5.405 -0.974
C 0.587 4.939 -0.785
C -0.662 3.299 -1.719
C 0.358 2.140 -5.659
C 0.152 -2.271 -1.810
C 2.102 2.244 -7.128
C 4.332 0.840 2.784
C -3.732 0.240 2.636
C 1.522 -2.088 2.648
H 2.436 -2.147 2.070
H 1.571 0.547 -2.164
H -2.508 -4.362 0.647
H -0.566 2.664 -5.920
H 1.296 1.033 2.149
H 0.201 0.048 0.302
H -4.415 -0.540 2.297
H -0.679 0.406 -1.177
H 0.963 4.051 -4.822
H 0.081 1.338 -4.983
H 0.939 -1.205 2.423
H -2.081 -1.047 2.059
H 1.385 5.599 -1.113
H -1.226 -5.297 -0.259
H -3.990 1.065 1.970
H -1.128 5.921 -0.057
H -0.758 -6.349 1.911
H 2.073 2.384 4.000
H 0.806 4.539 0.207
H 1.674 -2.229 3.716
H 2.572 3.429 2.756
*
```

***

[4]
Computed, not measured: one molecule with the formula C4H7NO2, with the ωB97M-V functional and the def2-TZVPD basis.

## Properties
LUMO level: 0.77 eV
SMILES string: C[C@H]1CNC(=O)O1
HOMO level: -9.93 eV
Kohn-Sham gap: 0.3932 hartree

```
! wB97M-V def2-TZVPD RIJCOSX def2/J DEFGRID3
* xyz 0 1
O 2.880 -0.810 0.544
O 0.832 -1.068 -0.386
N 1.325 0.899 0.492
C -0.326 -0.260 -0.628
C 1.802 -0.360 0.255
C -0.006 1.123 -0.003
C -1.544 -0.933 -0.026
H -1.679 -1.931 -0.452
H -0.043 1.927 -0.749
H -2.443 -0.341 -0.230
H -0.709 1.362 0.806
H 1.915 1.591 0.922
H -1.425 -1.030 1.058
H -0.436 -0.176 -1.714
*
```

***

[5]
Computed, not measured: a 3-piece molecular cluster, C6H8 overall, with the ωB97M-V functional and the def2-TZVPD basis.

## Properties
LUMO level: 1.23 eV
HOMO level: -8.41 eV
Kohn-Sham gap: 0.3539 hartree

```
! wB97M-V def2-TZVPD RIJCOSX def2/J DEFGRID3
* xyz 0 1
C -1.268 -0.142 -0.939
C 0.081 0.469 -1.089
C 1.072 -0.611 0.842
C -0.242 -0.990 -1.089
C 0.931 0.717 0.170
C 0.382 0.331 1.498
H 1.751 -1.434 1.001
H 1.732 1.458 0.112
H 0.320 1.038 -1.991
H 0.022 -1.937 -1.533
H -2.290 0.026 -1.250
H 0.238 0.749 2.486
H -1.599 0.097 0.546
H -1.129 0.230 1.235
*
```

***

[6]
Computed, not measured: an isolated ion of composition C25H27N4O5S and charge +1 at a distorted geometry, with the ωB97M-V functional and the def2-TZVPD basis.

## Properties
LUMO level: -2.84 eV
HOMO level: -10.78 eV
Kohn-Sham gap: 0.2917 hartree

```
! wB97M-V def2-TZVPD RIJCOSX def2/J DEFGRID3
* xyz 1 1
S 2.120 -2.885 0.182
O 7.381 -2.868 0.061
O 7.439 -0.606 -0.339
O -6.944 -3.176 0.187
O -0.213 -3.079 0.285
O -6.117 1.281 -0.233
N 0.265 -0.930 -0.150
N -6.223 -1.001 0.004
N 2.554 -0.387 -0.224
N 1.575 2.016 0.105
C 4.939 -3.084 0.164
C 5.018 -0.241 -0.326
C -4.296 -2.351 -0.605
C 3.776 -2.318 0.063
C -2.641 -0.570 0.743
C 8.235 -1.764 -0.162
C -0.089 0.356 -0.745
C -2.935 -2.565 -0.573
C -6.766 0.277 -0.127
C -4.005 -0.369 0.739
C 6.153 -1.003 -0.227
C 6.116 -2.395 0.018
C -0.650 -1.963 0.083
C -2.088 -1.659 0.068
C 1.829 2.904 -1.040
C 0.179 1.563 0.167
C 1.583 -1.275 -0.075
C 2.020 2.560 1.398
C -8.268 0.141 -0.136
C -4.838 -1.243 0.043
C 3.510 2.862 1.444
C -7.190 -2.010 0.078
C 3.813 -0.936 -0.164
C 1.282 4.325 -0.925
C -8.544 -1.348 0.016
H -4.940 -3.048 -1.115
H -9.096 -1.592 0.924
H 1.801 1.801 2.155
H -0.049 1.281 1.197
H 3.786 3.661 0.763
H 1.783 4.884 -0.140
H 8.899 -1.628 0.705
H 2.317 0.680 -0.168
H -9.105 -1.768 -0.820
H 5.056 0.813 -0.533
H 1.452 4.842 -1.865
H 3.769 3.180 2.450
H 4.093 1.974 1.210
H 0.213 4.331 -0.729
H -0.509 2.366 -0.115
H 1.396 2.427 -1.922
H 1.452 3.462 1.656
H 4.913 -4.145 0.339
H -1.150 0.316 -0.989
H -8.682 0.739 0.677
H -4.426 0.468 1.271
H -2.508 -3.427 -1.061
H 8.840 -1.939 -1.064
H -8.654 0.557 -1.067
H 0.473 0.462 -1.679
H 2.910 2.946 -1.189
H -2.014 0.096 1.314
*
```

***

[7]
Computed, not measured: a 2-piece molecular cluster, C5H11NO2 overall at a distorted geometry, with the ωB97M-V functional and the def2-TZVPD basis.

## Properties
LUMO level: 0.58 eV
HOMO level: -7.89 eV
Kohn-Sham gap: 0.3110 hartree

```
! wB97M-V def2-TZVPD RIJCOSX def2/J DEFGRID3
* xyz 0 1
O 1.400 -1.197 0.439
O -1.706 1.693 0.326
N -0.636 -0.420 0.087
C -1.803 0.529 0.010
C 1.234 1.182 -0.177
C 0.617 -0.151 0.112
C 2.818 -1.040 0.548
C -2.839 0.013 -0.964
H -3.814 0.398 -0.674
H 1.849 1.121 -1.078
H 3.258 -0.681 -0.384
H 1.880 1.493 0.646
H 0.454 1.925 -0.303
H -1.266 -1.058 0.908
H 3.197 -2.036 0.765
H -2.273 -0.737 1.330
H -2.589 0.409 -1.954
H -2.866 -1.074 -1.005
H 3.084 -0.369 1.367
*
```

***

[8]
Computed, not measured: a 2-piece molecular cluster, C7H15N2 overall at a distorted geometry, with the ωB97M-V functional and the def2-TZVPD basis.

## Properties
LUMO level (alpha / beta): -2.76 / -6.68 eV
HOMO level (alpha / beta): -11.19 / -13.07 eV
Kohn-Sham gap (alpha / beta): 0.3098 / 0.2346 hartree

```
! wB97M-V def2-TZVPD RIJCOSX def2/J DEFGRID3
* xyz 1 3
N -1.371 -2.720 1.288
N -0.647 2.731 1.010
C 2.662 -0.620 0.410
C -0.724 1.599 0.228
C -2.130 1.100 0.068
C 2.538 -0.983 -0.862
C 0.382 1.099 -0.297
C 0.257 0.124 -1.420
C 1.397 -0.700 -1.734
H -2.221 0.188 0.552
H -2.337 -2.700 1.117
H -1.373 3.283 1.336
H 0.023 0.870 -2.093
H 1.528 -1.078 -2.796
H 1.338 1.507 -0.103
H -2.917 1.757 0.379
H -0.735 -0.422 -1.249
H 1.791 -0.242 0.986
H -0.921 -3.455 0.820
H -1.228 -2.854 2.256
H 3.444 -1.007 0.938
H -2.408 0.961 -0.900
H 3.365 -1.414 -1.325
H 0.286 2.976 1.393
*
```